ORCA calculation (the ωB97M-V functional and the def2-TZVPD basis) on a cluster of 8 separate species, C36H96B2F8N6O12 in total in a non-equilibrium geometry.

Output
HOMO = -0.598 Eh
frontier orbital gap = 9.10 eV
energy above the lowest of the compared OMol25 structures with the same formula, charge and spin = 235.23 kJ/mol
charge = +4
calculated total energy = -95465.4861 eV

Geometry (Å):
1 C 9.043 -9.944 12.778
2 O 8.367 -9.284 11.683
3 C 6.999 -9.702 11.662
4 C 6.551 -9.858 10.239
5 N 6.956 -8.665 9.403
6 H 6.876 -7.804 9.961
7 H 7.961 -8.705 9.245
8 C 6.128 -8.378 8.184
9 C 4.764 -7.860 8.660
10 O 4.822 -7.262 9.912
11 C 3.542 -7.025 10.480
12 H 8.839 -11.009 12.662
13 H 8.554 -9.660 13.713
14 H 10.083 -9.636 12.786
15 H 6.454 -8.939 12.230
16 H 6.836 -10.607 12.257
17 H 5.503 -10.118 10.090
18 H 7.012 -10.706 9.724
19 H 5.999 -9.308 7.633
20 H 6.687 -7.705 7.537
21 H 4.100 -8.735 8.726
22 H 4.291 -7.266 7.869
23 H 2.990 -7.954 10.658
24 H 2.904 -6.393 9.859
25 H 3.733 -6.556 11.441
26 C 7.974 -13.755 19.924
27 O 9.026 -12.813 19.920
28 C 8.995 -12.008 18.751
29 C 9.963 -10.893 19.047
30 N 11.415 -11.361 18.860
31 H 11.580 -12.108 19.540
32 H 11.496 -11.775 17.926
33 C 12.477 -10.311 19.051
34 C 13.095 -10.198 20.440
35 O 12.055 -10.513 21.375
36 C 12.387 -10.136 22.703
37 H 8.058 -14.512 19.132
38 H 6.983 -13.368 19.655
39 H 7.849 -14.270 20.872
40 H 8.032 -11.485 18.724
41 H 9.205 -12.545 17.824
42 H 9.794 -10.402 19.999
43 H 9.958 -10.132 18.262
44 H 12.189 -9.321 18.709
45 H 13.218 -10.699 18.350
46 H 13.461 -9.196 20.660
47 H 13.889 -10.929 20.624
48 H 13.398 -10.502 22.911
49 H 11.644 -10.640 23.324
50 H 12.282 -9.075 22.942
51 C 14.116 -1.076 16.738
52 O 14.751 -2.281 17.181
53 C 14.962 -2.286 18.571
54 C 15.476 -3.633 19.053
55 N 14.847 -4.706 18.205
56 H 14.580 -4.170 17.363
57 H 15.485 -5.444 17.914
58 C 13.543 -5.213 18.787
59 C 12.767 -6.018 17.754
60 O 13.510 -7.199 17.488
61 C 12.963 -7.900 16.357
62 H 14.835 -0.299 16.479
63 H 13.436 -0.669 17.488
64 H 13.538 -1.335 15.855
65 H 13.965 -2.190 19.029
66 H 15.594 -1.453 18.882
67 H 15.457 -3.834 20.120
68 H 16.544 -3.652 18.812
69 H 12.994 -4.324 19.097
70 H 13.793 -5.750 19.699
71 H 12.520 -5.419 16.874
72 H 11.840 -6.336 18.244
73 H 13.071 -7.328 15.429
74 H 11.878 -7.920 16.499
75 H 13.445 -8.867 16.295
76 C 17.730 -12.776 8.680
77 O 16.593 -11.949 8.668
78 C 16.665 -10.780 7.889
79 C 15.366 -10.040 8.047
80 N 14.219 -10.835 7.474
81 H 14.431 -11.081 6.506
82 H 14.202 -11.710 8.018
83 C 12.829 -10.324 7.704
84 C 12.407 -10.305 9.162
85 O 12.667 -11.586 9.740
86 C 12.757 -11.450 11.167
87 H 18.189 -12.934 7.702
88 H 17.453 -13.717 9.154
89 H 18.483 -12.380 9.374
90 H 16.772 -11.153 6.856
91 H 17.549 -10.143 7.979
92 H 15.404 -9.067 7.564
93 H 15.139 -9.922 9.106
94 H 12.142 -10.928 7.115
95 H 12.721 -9.279 7.405
96 H 11.315 -10.179 9.165
97 H 12.774 -9.466 9.756
98 H 13.564 -10.858 11.604
99 H 12.815 -12.484 11.503
100 H 11.836 -11.067 11.612
101 C 12.714 -14.962 22.409
102 O 13.803 -15.426 21.553
103 C 15.036 -14.842 21.897
104 C 16.004 -15.119 20.779
105 N 15.443 -14.679 19.450
106 H 14.541 -15.130 19.281
107 H 15.242 -13.692 19.613
108 C 16.392 -14.877 18.291
109 C 15.753 -14.286 17.052
110 O 15.246 -12.994 17.300
111 C 14.628 -12.456 16.140
112 H 11.873 -15.452 21.927
113 H 12.771 -13.877 22.380
114 H 12.788 -15.316 23.437
115 H 15.483 -15.209 22.828
116 H 14.927 -13.770 22.123
117 H 16.179 -16.196 20.761
118 H 16.979 -14.647 20.881
119 H 16.705 -15.916 18.347
120 H 17.281 -14.288 18.530
121 H 14.922 -14.906 16.695
122 H 16.518 -14.323 16.269
123 H 15.393 -12.262 15.379
124 H 14.043 -11.571 16.353
125 H 14.009 -13.199 15.629
126 C 6.199 -16.243 16.496
127 O 7.316 -16.602 15.682
128 C 8.580 -16.397 16.235
129 C 8.918 -14.901 16.165
130 N 8.788 -14.385 14.751
131 H 7.780 -14.364 14.551
132 H 9.063 -13.393 14.865
133 C 9.658 -15.092 13.746
134 C 9.867 -14.343 12.485
135 O 8.680 -13.809 11.982
136 C 8.814 -13.104 10.784
137 H 6.257 -16.821 17.422
138 H 5.297 -16.574 15.989
139 H 6.108 -15.177 16.708
140 H 9.314 -17.019 15.726
141 H 8.592 -16.696 17.289
142 H 9.950 -14.633 16.395
143 H 8.202 -14.270 16.692
144 H 9.118 -16.029 13.627
145 H 10.638 -15.220 14.208
146 H 10.334 -15.097 11.827
147 H 10.663 -13.591 12.549
148 H 8.955 -13.799 9.941
149 H 9.666 -12.415 10.768
150 H 7.848 -12.654 10.555
151 B 6.552 -11.807 14.936
152 F 7.573 -11.847 15.953
153 F 6.955 -10.942 13.919
154 F 6.497 -13.136 14.404
155 F 5.356 -11.479 15.518
156 B 11.236 -11.623 15.304
157 F 11.675 -12.502 16.287
158 F 9.927 -11.904 14.916
159 F 11.214 -10.306 15.839
160 F 12.201 -11.653 14.259

ORCA calculation (the ωB97M-V functional and the def2-TZVPD basis) on a structure of composition C56H43GeN3O6STi in a non-equilibrium geometry.

Output
HOMO = -0.060 Eh
frontier orbital gap = 5.67 eV
energy above the lowest of the compared OMol25 structures with the same formula, charge and spin = 0.00 kJ/mol
charge = -2
calculated total energy = -165989.5981 eV

Geometry (Å):
1 Ti -0.338 0.644 0.483
2 C -2.542 6.896 -3.723
3 C -2.307 6.157 -2.431
4 C -2.543 6.766 -1.204
5 C -2.318 6.087 -0.013
6 C -1.842 4.787 -0.051
7 C -1.607 4.156 -1.265
8 C -1.841 4.844 -2.443
9 S -1.410 3.993 1.479
10 O -0.030 4.321 1.726
11 O -2.347 4.507 2.458
12 N -1.612 2.425 1.192
13 C -2.981 2.146 0.765
14 C -4.161 2.704 1.247
15 C -5.408 2.211 0.856
16 C -5.479 1.099 0.033
17 C -4.315 0.536 -0.473
18 C -4.295 -0.776 -1.131
19 C -3.148 -1.368 -1.449
20 C -1.832 -0.661 -1.338
21 N -1.901 0.695 -0.779
22 C -3.072 1.135 -0.214
23 H -2.875 7.918 -3.537
24 H -3.303 6.400 -4.330
25 H -1.629 6.943 -4.321
26 H -2.913 7.786 -1.178
27 H -2.513 6.552 0.944
28 H -1.259 3.128 -1.275
29 H -1.664 4.348 -3.392
30 H -4.118 3.496 1.978
31 H -6.308 2.663 1.256
32 H -6.432 0.631 -0.195
33 H -5.236 -1.308 -1.236
34 H -3.126 -2.388 -1.818
35 H -1.390 -0.625 -2.342
36 O 0.507 -0.942 -0.890
37 C 1.350 -1.966 -0.261
38 C 2.544 -1.394 0.377
39 C 3.845 -1.807 0.166
40 C 4.870 -1.261 0.930
41 C 4.629 -0.296 1.898
42 C 3.330 0.110 2.129
43 C 2.283 -0.446 1.388
44 O 1.021 -0.169 1.630
45 N 6.246 -1.708 0.701
46 O 6.457 -2.485 -0.218
47 O 7.140 -1.188 1.356
48 H 1.585 -2.715 -1.021
49 H 4.074 -2.550 -0.586
50 H 5.454 0.119 2.458
51 H 3.108 0.849 2.888
52 C 4.846 5.421 1.277
53 C 4.275 4.783 2.370
54 C 3.262 3.853 2.181
55 C 2.801 3.521 0.907
56 C 3.366 4.193 -0.180
57 C 4.376 5.126 0.003
58 C 1.708 2.524 0.792
59 C 1.231 1.857 -0.261
60 C 1.856 1.779 -1.594
61 C 3.194 1.399 -1.741
62 C 3.764 1.239 -2.995
63 C 3.007 1.453 -4.143
64 C 1.667 1.800 -4.013
65 C 1.098 1.941 -2.754
66 H 5.635 6.151 1.416
67 H 4.611 5.016 3.373
68 H 2.795 3.382 3.039
69 H 3.000 3.997 -1.178
70 H 4.795 5.631 -0.860
71 H 1.215 2.366 1.748
72 H 3.783 1.215 -0.849
73 H 4.802 0.940 -3.076
74 H 3.449 1.326 -5.124
75 H 1.054 1.940 -4.897
76 H 0.041 2.164 -2.658
77 C -0.790 -1.225 -0.388
78 Ge -0.253 -2.467 1.181
79 C 1.121 -3.421 2.355
80 C 1.483 -4.712 1.946
81 C 2.543 -5.404 2.520
82 C 3.297 -4.815 3.527
83 C 2.970 -3.535 3.949
84 C 1.899 -2.857 3.372
85 C -1.391 -1.384 2.489
86 C -2.731 -1.190 2.132
87 C -3.582 -0.356 2.848
88 C -3.107 0.320 3.960
89 C -1.790 0.131 4.359
90 C -0.950 -0.709 3.637
91 C -1.444 -4.046 0.963
92 C -1.847 -4.524 -0.280
93 C -2.712 -5.610 -0.401
94 C -3.202 -6.232 0.739
95 C -2.815 -5.767 1.994
96 C -1.941 -4.692 2.099
97 H 0.922 -5.195 1.150
98 H 2.789 -6.402 2.173
99 H 4.135 -5.342 3.968
100 H 3.562 -3.050 4.719
101 H 1.696 -1.852 3.716
102 H -3.119 -1.695 1.252
103 H -4.598 -0.200 2.505
104 H -3.747 1.017 4.488
105 H -1.401 0.670 5.216
106 H 0.068 -0.827 3.976
107 H -1.479 -4.033 -1.177
108 H -3.008 -5.964 -1.382
109 H -3.883 -7.071 0.653
110 H -3.197 -6.245 2.889
111 H -1.640 -4.344 3.082

ORCA calculation (the ωB97M-V functional and the def2-TZVPD basis) on a structure of composition CH4NO3Sn2 in a non-equilibrium geometry.

Output
HOMO = -0.747 Eh
frontier orbital gap = 5.28 eV
energy above the lowest of the compared OMol25 structures with the same formula, charge and spin = 62.29 kJ/mol
charge = +3
calculated total energy = -20357.8358 eV

Geometry (Å):
1 Sn 2.738 -0.090 -3.467
2 Sn 2.907 -1.797 1.182
3 O 2.273 0.050 -0.704
4 H 1.393 0.278 -0.364
5 C -1.527 0.767 0.765
6 N -1.087 -0.470 0.060
7 O -0.906 -0.393 -1.141
8 O -0.965 -1.495 0.709
9 H -1.247 0.595 1.804
10 H -2.603 0.901 0.699
11 H -0.976 1.652 0.457

ORCA calculation (the ωB97M-V functional and the def2-TZVPD basis) on a structure of composition C26H39BN3O8S2V in a non-equilibrium geometry.

Output
2S+1 = 2
HOMO (alpha / beta) = -0.411 / -0.412 Eh
⟨S²⟩ = 0.769
frontier orbital gap (alpha / beta) = 7.55 / 8.11 eV
energy above the lowest of the compared OMol25 structures with the same formula, charge and spin = 44.67 kJ/mol
charge = +1
calculated total energy = -96479.8455 eV

Geometry (Å):
1 V 0.079 -0.371 -0.151
2 N -0.020 0.360 1.867
3 C 0.035 -0.668 2.943
4 C -1.259 -1.459 3.011
5 C -1.550 -2.287 1.773
6 N -1.716 -1.419 0.574
7 H 0.818 0.948 1.928
8 H -0.812 0.980 2.024
9 H 0.230 -0.179 3.897
10 H 0.875 -1.328 2.726
11 H -2.098 -0.778 3.204
12 H -1.208 -2.130 3.869
13 H -2.455 -2.878 1.920
14 H -0.727 -2.972 1.571
15 H -2.402 -0.687 0.766
16 H -2.124 -1.958 -0.187
17 C -3.469 2.173 -2.018
18 C -2.687 2.781 -0.866
19 C -3.588 3.594 0.037
20 O -2.140 1.649 -0.096
21 B -0.898 1.410 -0.638
22 O -0.429 2.409 -1.423
23 C -1.391 3.512 -1.325
24 C -1.485 4.172 -2.684
25 C -0.841 4.473 -0.286
26 H -4.255 1.533 -1.617
27 H -2.827 1.569 -2.663
28 H -3.937 2.948 -2.625
29 H -4.483 3.021 0.283
30 H -3.907 4.507 -0.469
31 H -3.089 3.871 0.963
32 H -1.688 3.443 -3.467
33 H -0.544 4.670 -2.918
34 H -2.275 4.926 -2.692
35 H -0.795 4.014 0.703
36 H -1.453 5.374 -0.218
37 H 0.167 4.766 -0.574
38 C 3.143 -6.437 -4.438
39 C 3.006 -5.598 -3.201
40 C 1.877 -4.809 -3.001
41 C 1.743 -4.018 -1.871
42 C 2.759 -4.017 -0.929
43 C 3.899 -4.799 -1.101
44 C 4.013 -5.581 -2.234
45 S 2.654 -3.054 0.529
46 O 2.967 -3.841 1.681
47 O 1.375 -2.364 0.501
48 N 3.836 -1.937 0.434
49 C 4.062 -1.128 -0.764
50 C 4.073 0.361 -0.430
51 C 2.800 0.754 0.266
52 O 2.691 1.415 1.260
53 O 1.710 0.250 -0.358
54 H 2.195 -6.902 -4.704
55 H 3.886 -7.222 -4.305
56 H 3.456 -5.822 -5.284
57 H 1.085 -4.816 -3.741
58 H 0.866 -3.403 -1.728
59 H 4.676 -4.812 -0.348
60 H 4.892 -6.199 -2.370
61 H 4.632 -2.201 0.996
62 H 3.268 -1.347 -1.478
63 H 5.001 -1.415 -1.238
64 H 4.165 0.940 -1.352
65 H 4.903 0.626 0.224
66 O 0.202 1.979 -8.168
67 C 0.702 2.303 -6.958
68 O 1.418 3.253 -6.832
69 C 0.328 1.419 -5.804
70 C -0.812 0.625 -5.778
71 C -1.115 -0.129 -4.654
72 C -0.270 -0.102 -3.549
73 S -0.741 -1.086 -2.145
74 C 0.878 0.685 -3.576
75 C 1.166 1.446 -4.693
76 H -0.264 1.134 -8.131
77 H -1.506 0.613 -6.610
78 H -2.016 -0.727 -4.630
79 H 1.528 0.727 -2.716
80 H 2.037 2.087 -4.719

ORCA calculation (the ωB97M-V functional and the def2-TZVPD basis) on a cluster of 2 separate species, C4H7NO2 in total.

Output
HOMO = -0.373 Eh
frontier orbital gap = 11.01 eV
energy above the lowest of the compared OMol25 structures with the same formula, charge and spin = 292.07 kJ/mol
charge = 0
structure (SMILES) = C1C2CN12.O=CO
calculated total energy = -9844.2526 eV

Geometry (Å):
1 C 1.156 1.492 0.107
2 C 0.046 0.866 0.831
3 C -1.000 1.271 -0.110
4 N 0.220 0.611 -0.610
5 H 1.117 2.563 -0.105
6 H 2.153 1.069 0.209
7 H 0.046 0.078 1.574
8 H -1.133 2.332 -0.332
9 H -1.886 0.646 -0.194
10 O -1.449 -1.936 -0.176
11 C -0.337 -2.057 -0.626
12 O 0.722 -2.450 0.098
13 H -0.045 -1.894 -1.668
14 H 0.391 -2.591 1.001

ORCA calculation (the ωB97M-V functional and the def2-TZVPD basis) on a structure of composition C4H9NOS in a non-equilibrium geometry.

Output
HOMO (alpha / beta) = -0.332 / -0.332 Eh
frontier orbital gap (alpha / beta) = 9.08 / 9.07 eV
energy above the lowest of the compared OMol25 structures with the same formula, charge and spin = 358.60 kJ/mol
charge = 0
calculated total energy = -18663.8098 eV

Geometry (Å):
1 C 0.184 -0.084 -0.897
2 C -0.819 -1.146 -1.184
3 C -0.294 0.694 0.286
4 C 0.786 1.714 0.785
5 N -0.652 -0.244 1.394
6 O 0.563 -2.819 0.312
7 S -0.767 -2.212 0.345
8 H 1.266 -0.513 -0.975
9 H 0.365 0.611 -1.811
10 H -1.869 -0.880 -1.094
11 H -0.719 -1.775 -2.032
12 H -1.210 1.166 0.138
13 H 0.302 2.567 1.215
14 H 1.389 2.247 -0.125
15 H 1.438 1.266 1.626
16 H 0.038 -0.589 2.018

ORCA calculation (the ωB97M-V functional and the def2-TZVPD basis) on a structure of composition C4H10O2.

Output
HOMO = -0.282 Eh
frontier orbital gap = 8.48 eV
energy above the lowest of the compared OMol25 structures with the same formula, charge and spin = 446.69 kJ/mol
charge = 0
calculated total energy = -8400.9174 eV

Geometry (Å):
1 C 1.894 0.778 -0.916
2 O 0.571 0.294 -0.842
3 C 0.446 -0.807 0.059
4 C -1.038 -1.120 0.208
5 C -1.885 -0.248 1.104
6 O -1.427 1.444 0.543
7 H 2.585 -0.015 -1.235
8 H 1.911 1.584 -1.653
9 H 2.230 1.166 0.057
10 H 0.882 -0.536 1.034
11 H 1.010 -1.662 -0.348
12 H -1.463 -1.210 -0.803
13 H -1.150 -2.114 0.667
14 H -2.355 1.299 0.283
15 H -1.372 -0.149 2.074
16 H -0.838 1.295 -0.231

The highest energy above the lowest of the compared OMol25 structures with the same formula, charge and spin belongs to which entry? C4H10O2

Number 2 is which compound? C56H43GeN3O6STi

What is the calculated total energy in the sixth record? -18663.8098 eV